{"formula": "C12H24F6GeNO4PtS2Se", "method": "the ωB97M-V functional and the def2-TZVPD basis", "elements": ["Pt", "F", "C", "F", "F", "S", "O", "O", "N", "S", "O", "O", "C", "F", "F", "F", "C", "Ge", "C", "C", "C", "Se", "C", "H", "H", "H", "H", "H", "H", "H", "H", "H", "H", "H", "H", "H", "H", "C", "C", "C", "C", "C", "H", "H", "H", "H", "H", "H", "H", "H", "H", "H"], "xyz": [[-0.374, -2.052, 0.405], [-3.016, -1.324, -4.199], [-2.206, -1.104, -3.163], [-2.965, -0.970, -2.074], [-1.576, 0.049, -3.380], [-0.993, -2.526, -2.965], [-1.067, -2.882, -1.554], [-1.494, -3.510, -3.871], [0.343, -1.911, -3.429], [1.584, -1.437, -2.570], [2.157, -2.457, -1.743], [1.438, -0.107, -2.049], [2.757, -1.254, -3.977], [2.320, -0.368, -4.874], [2.965, -2.415, -4.598], [3.929, -0.820, -3.500], [-1.831, 4.704, -1.512], [-1.220, 3.461, -0.122], [-2.089, 3.907, 1.574], [0.720, 3.583, 0.061], [-1.698, 1.631, -0.616], [-1.037, 0.369, 0.752], [-2.755, 0.038, 1.598], [-1.540, 5.728, -1.272], [-2.917, 4.670, -1.609], [-1.392, 4.438, -2.474], [-1.748, 4.876, 1.941], [-1.845, 3.153, 2.324], [-3.173, 3.946, 1.457], [1.007, 4.533, 0.513], [1.199, 3.501, -0.915], [1.090, 2.772, 0.689], [-1.227, 1.353, -1.554], [-2.775, 1.500, -0.722], [-3.129, 0.946, 2.069], [-2.580, -0.737, 2.341], [-3.456, -0.329, 0.851], [1.745, -2.281, 4.208], [1.662, -2.176, 2.683], [2.133, -3.495, 2.058], [2.606, -1.057, 2.205], [0.250, -1.851, 2.250], [2.763, -2.516, 4.535], [1.078, -3.065, 4.576], [1.449, -1.338, 4.675], [3.172, -3.706, 2.332], [2.070, -3.441, 0.968], [1.508, -4.325, 2.395], [3.643, -1.273, 2.485], [2.321, -0.099, 2.648], [2.548, -0.959, 1.119], [-0.353, -1.372, 3.029]], "total_charge": -1, "lumo_ev": [2.44, 2.43], "orbital_gap_ev": [5.43, 7.41], "spin_multiplicity": 3, "de_lowest_kj_mol": 0.0}

{"formula": "C3H9N2", "method": "the ωB97M-V functional and the def2-TZVPD basis", "elements": ["C", "C", "C", "N", "N", "H", "H", "H", "H", "H", "H", "H", "H", "H"], "xyz": [[-0.190, -1.201, 0.315], [0.110, -0.176, -0.815], [1.082, 1.051, 1.941], [-0.479, 0.171, 0.469], [-1.051, 0.007, -1.768], [-1.046, -1.894, 0.112], [0.700, -1.496, 0.856], [1.173, 0.177, -1.185], [1.761, 1.466, 1.139], [0.441, 1.553, 2.592], [1.352, 0.046, 2.280], [-1.815, 0.361, -1.248], [-1.243, -0.953, -2.297], [-0.795, 0.886, -2.391]], "total_charge": 1, "lumo_ev": [-4.55, -4.57], "orbital_gap_ev": [8.82, 8.79], "de_lowest_kj_mol": 555.1}

{"formula": "FH3NOPS", "method": "the ωB97M-V functional and the def2-TZVPD basis", "elements": ["N", "P", "O", "F", "S", "H", "H", "H"], "xyz": [[1.366, 0.066, 0.079], [-0.147, -0.371, -0.238], [-1.407, 0.706, 0.838], [-0.435, 0.572, -1.544], [-0.530, -2.234, -0.123], [1.797, -0.345, 0.968], [1.567, 0.947, -0.207], [-2.211, 0.660, 0.227]], "smiles": "N[P@@](O)(F)=S", "total_charge": 0, "lumo_ev": 0.42, "orbital_gap_ev": 10.14, "de_lowest_kj_mol": 139.0}

{"formula": "C28H35BF25O14Sn", "method": "the ωB97M-V functional and the def2-TZVPD basis", "elements": ["Sn", "B", "F", "F", "F", "F", "C", "C", "O", "C", "O", "C", "F", "F", "F", "H", "H", "H", "H", "H", "C", "C", "O", "C", "O", "C", "F", "F", "F", "H", "H", "H", "H", "H", "C", "C", "O", "C", "O", "C", "F", "F", "F", "H", "H", "H", "H", "H", "C", "C", "O", "C", "O", "C", "F", "F", "F", "H", "H", "H", "H", "H", "C", "C", "O", "C", "O", "C", "F", "F", "F", "H", "H", "H", "H", "H", "C", "C", "O", "C", "O", "C", "F", "F", "F", "H", "H", "H", "H", "H", "C", "C", "O", "C", "O", "C", "F", "F", "F", "H", "H", "H", "H", "H"], "xyz": [[-17.862, 22.109, -4.493], [-17.156, 18.097, -2.538], [-16.381, 18.222, -3.673], [-16.816, 19.041, -1.554], [-18.468, 18.310, -2.892], [-17.062, 16.891, -2.042], [-11.826, 8.746, -5.198], [-10.949, 9.930, -5.512], [-11.124, 11.068, -4.728], [-12.164, 11.915, -4.842], [-13.093, 11.802, -5.706], [-12.079, 13.176, -3.903], [-11.481, 12.829, -2.792], [-11.389, 14.130, -4.547], [-13.315, 13.622, -3.601], [-11.418, 7.871, -5.704], [-12.798, 9.080, -5.563], [-11.800, 8.508, -4.135], [-10.889, 10.138, -6.580], [-9.946, 9.553, -5.309], [-23.822, 18.035, -4.958], [-22.932, 18.794, -5.900], [-22.729, 18.220, -7.201], [-21.538, 18.221, -7.783], [-20.503, 18.660, -7.243], [-21.479, 17.549, -9.147], [-21.322, 18.485, -10.078], [-20.487, 16.694, -9.167], [-22.601, 16.901, -9.416], [-23.457, 17.093, -4.549], [-24.692, 17.816, -5.577], [-24.060, 18.607, -4.061], [-21.997, 18.984, -5.373], [-23.325, 19.785, -6.124], [-18.828, 13.236, -5.206], [-20.155, 13.726, -4.618], [-21.114, 12.681, -4.509], [-21.846, 12.368, -5.596], [-21.837, 12.912, -6.675], [-22.657, 11.079, -5.373], [-23.891, 11.346, -5.543], [-22.349, 10.215, -6.353], [-22.524, 10.590, -4.155], [-18.251, 14.093, -5.553], [-18.895, 12.591, -6.082], [-18.165, 12.824, -4.444], [-20.716, 14.519, -5.113], [-19.975, 14.093, -3.607], [-14.272, 17.256, -8.640], [-13.186, 18.144, -8.063], [-13.084, 19.267, -8.968], [-13.912, 20.362, -9.117], [-14.784, 20.582, -8.314], [-13.513, 21.301, -10.248], [-14.493, 21.381, -11.083], [-13.265, 22.525, -9.822], [-12.409, 21.001, -10.940], [-14.452, 16.465, -7.912], [-13.863, 16.875, -9.576], [-15.253, 17.691, -8.829], [-12.254, 17.587, -7.974], [-13.310, 18.416, -7.015], [-12.934, 23.812, 0.844], [-14.339, 23.430, 1.357], [-15.026, 24.506, 1.959], [-16.018, 25.090, 1.229], [-16.561, 24.517, 0.291], [-16.500, 26.370, 1.899], [-17.632, 26.835, 1.400], [-16.610, 26.164, 3.216], [-15.558, 27.215, 1.595], [-12.376, 22.876, 0.863], [-12.323, 24.334, 1.581], [-12.873, 24.203, -0.171], [-14.359, 22.624, 2.090], [-14.984, 22.959, 0.615], [-14.440, 18.007, 3.396], [-14.283, 18.568, 4.790], [-15.457, 19.322, 5.197], [-16.413, 18.774, 6.045], [-16.188, 17.729, 6.701], [-17.807, 19.453, 6.056], [-17.857, 20.512, 5.155], [-18.787, 18.547, 5.843], [-17.948, 19.940, 7.310], [-15.467, 17.815, 3.084], [-13.900, 17.061, 3.354], [-13.962, 18.719, 2.724], [-13.372, 19.163, 4.846], [-14.093, 17.727, 5.458], [-10.204, 19.134, -1.557], [-11.225, 19.784, -2.518], [-10.566, 20.801, -3.324], [-11.294, 21.729, -3.955], [-12.513, 21.922, -3.847], [-10.397, 22.752, -4.673], [-10.765, 22.751, -5.940], [-10.507, 23.985, -4.105], [-9.065, 22.467, -4.536], [-9.395, 18.690, -2.138], [-10.699, 18.366, -0.963], [-9.756, 19.869, -0.889], [-11.995, 20.155, -1.843], [-11.672, 19.020, -3.154]], "total_charge": 1, "lumo_ev": -10.30, "orbital_gap_ev": 2.01, "de_lowest_kj_mol": 937.7}

{"formula": "C6H11N2", "method": "the ωB97M-V functional and the def2-TZVPD basis", "elements": ["C", "N", "C", "N", "C", "C", "C", "C", "H", "H", "H", "H", "H", "H", "H", "H", "H", "H", "H"], "xyz": [[-1.357, 0.310, -2.126], [-1.052, -0.833, -1.249], [-0.411, -0.794, 0.126], [-0.375, -1.807, 1.054], [0.256, -1.365, 2.100], [0.673, 0.019, 2.003], [0.365, 0.441, 0.595], [1.377, 0.968, -0.499], [-0.695, 1.056, -2.160], [-1.204, -0.097, -3.168], [-2.434, 0.654, -2.004], [-1.539, -1.694, -1.307], [0.241, -2.110, 2.864], [0.116, 0.567, 2.743], [1.728, 0.350, 2.529], [-0.574, 1.129, 0.600], [1.725, 1.825, 0.010], [0.993, 1.245, -1.430], [2.166, 0.135, -0.682]], "smiles": "C/[NH+]=C1/N=CC[C@H]1C", "total_charge": 1, "lumo_ev": -5.37, "orbital_gap_ev": 9.36, "de_lowest_kj_mol": 331.5}

{"formula": "C15H26BBr3FN3O6Si2", "method": "the ωB97M-V functional and the def2-TZVPD basis", "elements": ["C", "Si", "C", "C", "O", "C", "C", "C", "C", "N", "C", "O", "N", "C", "O", "F", "C", "C", "N", "O", "B", "O", "O", "Si", "C", "C", "C", "H", "H", "H", "H", "H", "H", "H", "H", "H", "H", "H", "H", "H", "H", "H", "H", "H", "H", "H", "H", "H", "H", "H", "H", "H", "C", "Br", "Br", "Br", "H"], "xyz": [[-4.131, -0.986, 1.411], [-4.021, 0.336, 0.080], [-5.760, 0.980, -0.269], [-3.357, -0.501, -1.484], [-3.081, 1.645, 0.533], [-1.893, 1.309, 1.254], [-0.754, 2.236, 0.823], [0.645, 1.642, 1.141], [0.543, 0.910, 2.424], [0.637, 0.402, 3.450], [1.597, 2.842, 1.312], [1.386, 3.894, 0.796], [2.795, 2.640, 2.106], [2.564, 2.977, 3.451], [1.559, 3.424, 3.896], [3.619, 2.702, 4.205], [1.127, 0.661, -0.040], [2.088, 1.429, -0.871], [2.764, 2.050, -1.563], [-0.047, 0.309, -0.755], [0.050, -0.146, -2.076], [0.078, 0.720, -3.141], [0.090, -1.512, -2.321], [2.098, -0.923, 0.558], [3.486, -0.500, 1.761], [0.900, -2.196, 1.278], [2.945, -1.744, -0.918], [-4.779, -1.789, 1.054], [-4.517, -0.578, 2.346], [-3.158, -1.444, 1.606], [-5.901, 1.138, -1.337], [-5.889, 1.930, 0.250], [-6.467, 0.245, 0.116], [-4.198, -0.583, -2.179], [-2.581, 0.074, -1.992], [-3.034, -1.528, -1.295], [-2.093, 1.397, 2.322], [-1.597, 0.285, 1.000], [-0.850, 2.527, -0.218], [-0.848, 3.153, 1.407], [3.482, 3.272, 1.696], [-0.712, 0.658, -3.687], [-0.607, -1.904, -1.774], [3.156, -0.447, 2.796], [4.177, -1.344, 1.688], [4.017, 0.397, 1.450], [0.663, -2.979, 0.561], [1.381, -2.623, 2.161], [-0.007, -1.710, 1.643], [3.822, -2.248, -0.501], [2.318, -2.506, -1.377], [3.317, -1.035, -1.660], [2.598, -3.442, -4.730], [1.386, -4.477, -3.646], [1.970, -1.646, -5.027], [4.386, -3.467, -4.015], [2.640, -3.925, -5.695]], "total_charge": 0, "lumo_ev": -0.06, "orbital_gap_ev": 10.24}

{"formula": "CH2N3O2P", "method": "the ωB97M-V functional and the def2-TZVPD basis", "elements": ["C", "N", "N", "N", "O", "O", "P", "H", "H"], "xyz": [[-1.804, -1.499, -0.482], [-2.404, -2.367, -0.033], [1.760, 0.107, -0.215], [-0.456, 1.178, 0.423], [0.024, 0.942, 1.526], [-1.592, 1.533, 0.133], [0.573, 0.970, -0.960], [2.218, -0.375, -0.958], [1.682, -0.489, 0.565]], "total_charge": 0, "lumo_ev": [-4.01, -4.01], "orbital_gap_ev": [5.26, 5.28], "de_lowest_kj_mol": 390.1}

{"formula": "C16H56N12O17", "method": "the ωB97M-V functional and the def2-TZVPD basis", "elements": ["N", "C", "N", "O", "H", "H", "H", "H", "N", "C", "N", "O", "H", "H", "H", "H", "N", "C", "N", "O", "H", "H", "H", "H", "N", "C", "N", "O", "H", "H", "H", "H", "N", "C", "N", "O", "H", "H", "H", "H", "N", "C", "N", "O", "H", "H", "H", "H", "O", "C", "C", "O", "H", "H", "H", "H", "H", "H", "O", "C", "C", "O", "H", "H", "H", "H", "H", "H", "O", "C", "C", "O", "H", "H", "H", "H", "H", "H", "O", "C", "C", "O", "H", "H", "H", "H", "H", "H", "O", "C", "C", "O", "H", "H", "H", "H", "H", "H", "O", "H", "H"], "xyz": [[21.562, -2.074, 18.354], [22.548, -2.874, 18.128], [22.543, -3.139, 16.826], [23.282, -3.327, 18.986], [21.142, -1.652, 17.538], [21.588, -1.539, 19.210], [21.868, -2.598, 16.305], [23.115, -3.894, 16.475], [21.753, -13.411, 19.214], [21.004, -13.145, 20.290], [20.959, -11.897, 20.442], [20.400, -13.899, 21.007], [21.648, -14.382, 18.956], [22.145, -12.784, 18.526], [20.682, -11.560, 21.353], [21.059, -11.289, 19.642], [21.456, -6.830, 19.198], [20.752, -6.835, 20.351], [20.231, -8.021, 20.639], [20.781, -5.920, 21.115], [21.675, -7.705, 18.744], [22.103, -6.063, 19.088], [20.341, -8.745, 19.943], [19.959, -8.095, 21.609], [17.870, -12.393, 21.875], [18.195, -11.139, 22.206], [18.464, -10.421, 21.125], [18.116, -10.645, 23.326], [17.707, -12.911, 22.726], [18.088, -12.900, 21.029], [17.965, -10.787, 20.327], [18.469, -9.423, 21.285], [22.694, -10.062, 21.992], [22.566, -10.349, 23.245], [22.834, -9.283, 23.969], [22.223, -11.482, 23.547], [22.728, -9.185, 21.493], [22.594, -10.802, 21.312], [22.914, -8.365, 23.556], [22.552, -9.429, 24.927], [22.533, -8.721, 16.738], [22.570, -9.742, 17.567], [23.798, -9.905, 17.936], [21.627, -10.336, 18.020], [21.756, -8.493, 16.135], [23.484, -8.401, 16.630], [23.936, -10.570, 18.684], [24.634, -9.396, 17.685], [17.883, -2.289, 21.472], [18.880, -1.832, 22.362], [20.275, -2.773, 22.367], [20.723, -2.834, 21.102], [18.264, -2.659, 20.672], [19.032, -0.811, 22.010], [18.606, -1.616, 23.394], [19.961, -3.718, 22.811], [21.063, -2.322, 22.970], [21.166, -3.682, 21.036], [16.912, -3.060, 17.338], [18.027, -3.927, 17.220], [18.313, -4.380, 18.701], [17.107, -4.620, 19.422], [17.265, -2.168, 17.359], [17.723, -4.781, 16.615], [18.911, -3.419, 16.834], [18.954, -3.610, 19.129], [18.898, -5.300, 18.684], [16.569, -3.833, 19.310], [19.210, -8.347, 23.693], [19.608, -7.880, 24.979], [19.974, -6.337, 24.891], [21.033, -6.150, 23.987], [18.580, -9.066, 23.774], [18.883, -7.957, 25.789], [20.487, -8.486, 25.202], [20.238, -5.950, 25.875], [19.085, -5.774, 24.606], [20.754, -6.596, 23.184], [24.004, -7.574, 21.527], [24.880, -7.468, 20.424], [26.101, -8.513, 20.471], [26.874, -8.327, 21.628], [24.254, -7.013, 22.265], [24.322, -7.726, 19.525], [25.314, -6.499, 20.176], [26.791, -8.519, 19.627], [25.642, -9.499, 20.537], [26.398, -7.875, 22.328], [16.942, -9.209, 18.385], [16.936, -7.906, 17.822], [18.111, -7.907, 16.787], [19.286, -7.636, 17.477], [16.803, -9.869, 17.702], [15.978, -7.804, 17.312], [16.868, -7.206, 18.655], [18.159, -7.065, 16.096], [18.378, -8.795, 16.214], [19.381, -8.299, 18.164], [21.041, -5.710, 15.659], [20.397, -5.720, 14.951], [20.647, -6.242, 16.350]], "smiles": "NC(N)=O.NC(N)=O.NC(N)=O.NC(N)=O.NC(N)=O.NC(N)=O.OCCO.OCCO.OCCO.OCCO.OCCO.O", "total_charge": 0, "lumo_ev": -0.28, "orbital_gap_ev": 8.86}